Formula: C26H38BrCl17F3INO4
Source: the OMol25 dataset
Level of theory: ωB97M-V/def2-TZVPD

Calculated values
- Kohn-Sham gap: 6.55 eV
- Net charge: +1

Positions of all 91 atoms, in Å:
C 0.01 5.63 -0.67
C -1.49 5.79 -1.38
C -2.51 4.88 -0.49
C -3.22 3.62 -1.34
C -2.66 2.18 -0.79
C -3.36 1.77 0.67
C -4.51 2.68 1.43
C -6.05 2.20 1.16
C -6.25 0.61 0.83
Cl -6.97 3.19 -0.13
C -2.93 0.38 1.49
C -3.59 -0.08 2.94
O -4.28 -1.24 3.07
O -3.42 0.71 4.18
I -1.62 0.37 5.03
C -1.78 -0.49 0.70
C -1.25 -1.88 1.46
C 0.10 -1.48 2.32
C 1.50 -2.08 1.72
C 2.53 -0.91 1.14
O 2.49 0.38 1.47
O 3.63 -1.31 0.20
C -1.19 0.00 -0.79
Br 0.18 -1.27 -1.50
N -1.62 1.28 -1.50
C -1.14 1.75 -2.83
F -0.50 3.12 -2.76
F -2.36 1.76 -3.72
F -0.18 0.97 -3.60
H 0.68 6.58 -0.80
H -0.13 5.47 0.50
H 0.59 4.68 -1.05
H -1.46 5.48 -2.53
H -1.76 6.95 -1.27
H -2.08 4.50 0.53
H -3.43 5.59 -0.21
H -3.00 3.87 -2.46
H -4.38 3.68 -1.18
H -4.33 2.59 2.60
H -4.46 3.83 1.19
H -6.64 2.39 2.18
H -7.36 0.48 0.41
H -6.23 0.01 1.85
H -5.54 0.17 0.00
H -1.08 -2.77 0.70
H -2.04 -2.29 2.25
H 0.17 -0.32 2.48
H -0.04 -1.95 3.41
H 1.37 -2.93 0.93
H 2.08 -2.57 2.64
H 3.25 -1.25 -0.72
C 4.99 2.94 1.26
Cl 4.06 4.20 2.08
Cl 6.70 3.01 1.70
H 4.59 1.96 1.56
H 4.89 3.06 0.18
C 3.35 -5.45 1.16
Cl 3.14 -6.18 -0.44
Cl 2.16 -6.08 2.30
H 4.35 -5.67 1.52
H 3.22 -4.36 1.07
C 1.69 6.29 -3.79
Cl 0.76 7.56 -2.97
Cl 3.40 6.37 -3.36
H 1.29 5.32 -3.50
H 1.59 6.42 -4.87
C 6.05 -3.20 2.41
Cl 5.84 -3.93 0.82
Cl 4.86 -3.83 3.56
H 7.05 -3.43 2.78
H 5.92 -2.12 2.33
C -3.78 -2.38 -2.43
Cl -2.88 -2.08 -3.92
Cl -3.00 -1.61 -1.04
H -4.79 -1.98 -2.54
H -3.83 -3.46 -2.26
C -0.93 -5.60 -3.74
Cl -0.76 -4.19 -2.69
Cl -1.48 -7.01 -2.83
H -1.66 -5.38 -4.53
H 0.04 -5.83 -4.19
C -2.05 -9.17 0.43
Cl -2.26 -9.90 -1.16
Cl -3.24 -9.81 1.58
H -1.05 -9.40 0.80
H -2.18 -8.09 0.35
C 10.37 1.71 0.41
Cl 11.43 0.30 0.29
Cl 10.32 2.34 2.06
H 10.75 2.50 -0.26
H 9.36 1.43 0.10

Löwdin charges, unit e, in atom order: atom 1 (C): -0.179, atom 2 (C): -0.253, atom 3 (C): -0.194, atom 4 (C): -0.122, atom 5 (C): 0.057, atom 6 (C): 0.026, atom 7 (C): -0.160, atom 8 (C): -0.646, atom 9 (C): -0.141, atom 10 (Cl): 0.522, atom 11 (C): 0.057, atom 12 (C): -0.360, atom 13 (O): 0.005, atom 14 (O): -0.669, atom 15 (I): 1.069, atom 16 (C): -0.232, atom 17 (C): -0.181, atom 18 (C): -0.219, atom 19 (C): -0.114, atom 20 (C): -0.279, atom 21 (O): -0.016, atom 22 (O): -0.055, atom 23 (C): -0.469, atom 24 (Br): 0.812, atom 25 (N): 0.050, atom 26 (C): -0.224, atom 27 (F): 0.028, atom 28 (F): 0.024, atom 29 (F): 0.043, atom 30 (H): 0.021, atom 31 (H): 0.084, atom 32 (H): 0.069, atom 33 (H): 0.097, atom 34 (H): 0.120, atom 35 (H): 0.108, atom 36 (H): 0.126, atom 37 (H): 0.115, atom 38 (H): 0.089, atom 39 (H): 0.135, atom 40 (H): 0.108, atom 41 (H): 0.131, atom 42 (H): 0.096, atom 43 (H): 0.090, atom 44 (H): 0.074, atom 45 (H): 0.105, atom 46 (H): 0.132, atom 47 (H): 0.084, atom 48 (H): 0.103, atom 49 (H): 0.108, atom 50 (H): 0.125, atom 51 (H): 0.101, atom 52 (C): -1.038, atom 53 (Cl): 0.496, atom 54 (Cl): 0.500, atom 55 (H): 0.002, atom 56 (H): 0.029, atom 57 (C): -1.162, atom 58 (Cl): 0.516, atom 59 (Cl): 0.499, atom 60 (H): -0.047, atom 61 (H): -0.043, atom 62 (C): -1.001, atom 63 (Cl): 0.568, atom 64 (Cl): 0.519, atom 65 (H): 0.009, atom 66 (H): 0.033, atom 67 (C): -0.953, atom 68 (Cl): 0.591, atom 69 (Cl): 0.554, atom 70 (H): 0.038, atom 71 (H): 0.032, atom 72 (C): -0.913, atom 73 (Cl): 0.527, atom 74 (Cl): 0.726, atom 75 (H): 0.041, atom 76 (H): 0.036, atom 77 (C): -0.992, atom 78 (Cl): 0.451, atom 79 (Cl): 0.513, atom 80 (H): 0.033, atom 81 (H): 0.038, atom 82 (C): -1.038, atom 83 (Cl): 0.485, atom 84 (Cl): 0.506, atom 85 (H): 0.031, atom 86 (H): 0.018, atom 87 (C): -1.040, atom 88 (Cl): 0.499, atom 89 (Cl): 0.486, atom 90 (H): 0.031, atom 91 (H): 0.017


Formula: C26H48O2P2Tm
Source: the OMol25 dataset
Level of theory: ωB97M-V/def2-TZVPD

Calculated values
- Multiplicity: 3
- ΔE to the lowest compared entry with this formula, charge and spin: 441.1 kJ/mol
- Kohn-Sham gap (alpha / beta): 4.90 / 5.06 eV
- Net charge: +1

Positions of all 79 atoms, in Å:
Tm -0.13 0.17 -0.15
C -1.97 1.73 0.53
C -2.50 0.85 -0.48
C -2.09 -0.41 1.42
C -1.78 0.96 1.71
C -2.50 -0.49 0.05
C -1.93 3.22 0.51
H -1.64 3.60 -0.47
H -1.21 3.60 1.25
H -2.92 3.64 0.76
C -1.82 1.52 3.07
H -1.54 2.57 3.08
H -1.12 0.98 3.72
H -2.83 1.42 3.51
C -2.42 -1.40 2.46
H -3.47 -1.30 2.79
H -1.78 -1.26 3.35
H -2.26 -2.43 2.11
C -3.07 -1.70 -0.59
H -4.17 -1.63 -0.66
H -2.82 -2.59 0.00
H -2.67 -1.83 -1.59
C -3.12 1.28 -1.76
H -4.16 1.61 -1.62
H -3.13 0.43 -2.46
H -2.55 2.12 -2.19
C 1.33 0.37 -1.97
C 0.26 1.24 -2.21
C -0.19 1.50 -3.63
C -1.08 0.42 -4.30
C -1.20 -0.88 -3.54
C -0.14 -1.68 -3.38
C 1.22 -1.35 -3.92
C 2.03 -0.30 -3.13
H 0.68 1.63 -4.29
H -0.67 0.23 -5.30
H -0.72 2.46 -3.67
H 2.36 0.47 -3.84
H 2.02 0.56 -1.12
H 0.10 2.13 -1.56
H 2.95 -0.76 -2.76
H 1.80 -2.28 -3.99
H -0.25 -2.71 -3.03
H 1.15 -0.99 -4.97
H -2.09 0.83 -4.48
H -2.22 -1.20 -3.32
P 1.79 2.10 1.08
C 1.61 2.93 2.69
H 2.53 3.51 2.88
H 1.48 2.21 3.51
H 0.75 3.61 2.67
C 3.57 1.67 1.12
H 4.11 2.49 1.62
H 3.96 1.54 0.10
H 3.71 0.74 1.67
C 1.89 3.58 0.00
H 2.17 3.29 -1.03
H 2.65 4.27 0.39
H 0.92 4.09 -0.04
P 0.86 -2.62 0.37
C -0.16 -3.84 -0.50
H 0.47 -4.68 -0.80
H -0.63 -3.40 -1.39
H -0.96 -4.19 0.16
C 2.41 -2.66 -0.59
H 2.22 -2.46 -1.64
H 2.87 -3.65 -0.47
H 3.10 -1.90 -0.20
C 1.33 -3.64 1.81
H 1.72 -4.60 1.45
H 0.46 -3.82 2.45
H 2.10 -3.14 2.40
C 0.86 -0.98 5.08
O 0.36 -0.40 3.84
C 1.05 -0.33 2.71
O 2.19 -0.73 2.56
H 0.43 -0.37 5.88
H 1.95 -0.96 5.14
H 0.48 -2.00 5.17

Löwdin charges, unit e, in atom order: atom 1 (Tm): 1.129, atom 2 (C): -0.322, atom 3 (C): -0.314, atom 4 (C): -0.309, atom 5 (C): -0.301, atom 6 (C): -0.318, atom 7 (C): -0.033, atom 8 (H): 0.075, atom 9 (H): 0.063, atom 10 (H): 0.107, atom 11 (C): -0.017, atom 12 (H): 0.073, atom 13 (H): 0.064, atom 14 (H): 0.112, atom 15 (C): -0.019, atom 16 (H): 0.110, atom 17 (H): 0.073, atom 18 (H): 0.074, atom 19 (C): -0.023, atom 20 (H): 0.108, atom 21 (H): 0.071, atom 22 (H): 0.048, atom 23 (C): -0.023, atom 24 (H): 0.109, atom 25 (H): 0.060, atom 26 (H): 0.077, atom 27 (C): -0.232, atom 28 (C): -0.197, atom 29 (C): -0.143, atom 30 (C): -0.161, atom 31 (C): -0.109, atom 32 (C): -0.102, atom 33 (C): -0.161, atom 34 (C): -0.166, atom 35 (H): 0.120, atom 36 (H): 0.125, atom 37 (H): 0.121, atom 38 (H): 0.125, atom 39 (H): 0.078, atom 40 (H): 0.102, atom 41 (H): 0.109, atom 42 (H): 0.118, atom 43 (H): 0.093, atom 44 (H): 0.122, atom 45 (H): 0.114, atom 46 (H): 0.098, atom 47 (P): 0.782, atom 48 (C): -0.235, atom 49 (H): 0.056, atom 50 (H): 0.046, atom 51 (H): 0.042, atom 52 (C): -0.250, atom 53 (H): 0.054, atom 54 (H): 0.046, atom 55 (H): 0.031, atom 56 (C): -0.281, atom 57 (H): 0.039, atom 58 (H): 0.057, atom 59 (H): 0.035, atom 60 (P): 0.796, atom 61 (C): -0.277, atom 62 (H): 0.059, atom 63 (H): 0.000, atom 64 (H): 0.050, atom 65 (C): -0.257, atom 66 (H): 0.015, atom 67 (H): 0.060, atom 68 (H): 0.052, atom 69 (C): -0.246, atom 70 (H): 0.057, atom 71 (H): 0.053, atom 72 (H): 0.041, atom 73 (C): -0.021, atom 74 (O): -0.189, atom 75 (C): -0.497, atom 76 (O): -0.101, atom 77 (H): 0.087, atom 78 (H): 0.084, atom 79 (H): 0.086


Formula: C2H6OSi
Source: the OMol25 dataset
Level of theory: ωB97M-V/def2-TZVPD

Calculated values
- ΔE to the lowest compared entry with this formula, charge and spin: 209.9 kJ/mol
- Kohn-Sham gap: 10.76 eV
- Net charge: 0

Positions of all 10 atoms, in Å:
C -0.78 1.43 -0.77
C 1.13 -1.10 0.39
O -0.67 1.43 0.71
Si -0.55 -0.14 0.11
H -1.77 1.76 -1.15
H 0.11 1.93 -1.20
H 1.99 -0.85 -0.32
H 1.30 -1.09 1.46
H 0.98 -2.04 0.03
H -1.73 -1.33 0.75

natural (NBO) charges, unit e, in atom order: atom 1 (C): -0.500, atom 2 (C): -1.090, atom 3 (O): -0.855, atom 4 (Si): 1.483, atom 5 (H): 0.210, atom 6 (H): 0.207, atom 7 (H): 0.249, atom 8 (H): 0.249, atom 9 (H): 0.230, atom 10 (H): -0.184


Formula: C16H9F3MgN3S3
Source: the OMol25 dataset
Level of theory: ωB97M-V/def2-TZVPD

Calculated values
- Kohn-Sham gap: 7.72 eV
- Net charge: -1

Positions of all 35 atoms, in Å:
Mg 0.36 0.25 -0.08
S -1.99 1.31 -3.73
C -1.43 -0.27 -4.10
C -0.60 -0.76 -3.14
C -0.40 0.10 -2.04
C -1.09 1.26 -2.21
C -1.11 2.36 -1.29
C -1.58 3.64 -1.62
C -1.50 4.65 -0.68
C -0.96 4.36 0.57
C -0.54 3.07 0.82
N -0.62 2.10 -0.07
H -1.76 -0.73 -5.02
H -0.15 -1.74 -3.23
H -1.96 3.83 -2.62
H -1.84 5.64 -0.92
H -0.85 5.13 1.32
H -0.10 2.79 1.77
F -2.45 -1.49 5.34
C -2.48 -0.74 4.21
F -3.11 0.41 4.58
F -3.33 -1.37 3.41
C -1.10 -0.47 3.70
C -0.17 -0.08 4.64
C 1.13 0.21 4.25
C 1.43 0.08 2.90
N 0.55 -0.26 1.99
C -0.74 -0.52 2.32
S -1.79 -0.84 1.06
H -0.46 -0.01 5.68
H 1.86 0.52 4.97
H 2.43 0.29 2.54
S 2.55 1.55 -0.05
C 3.26 0.69 -1.24
N 3.82 0.11 -2.07

natural (NBO) charges, unit e, in atom order: atom 1 (Mg): 1.655, atom 2 (S): 0.321, atom 3 (C): -0.405, atom 4 (C): -0.279, atom 5 (C): -0.477, atom 6 (C): -0.322, atom 7 (C): 0.222, atom 8 (C): -0.249, atom 9 (C): -0.154, atom 10 (C): -0.294, atom 11 (C): 0.077, atom 12 (N): -0.571, atom 13 (H): 0.218, atom 14 (H): 0.210, atom 15 (H): 0.219, atom 16 (H): 0.208, atom 17 (H): 0.214, atom 18 (H): 0.198, atom 19 (F): -0.348, atom 20 (C): 0.983, atom 21 (F): -0.344, atom 22 (F): -0.301, atom 23 (C): -0.259, atom 24 (C): -0.099, atom 25 (C): -0.347, atom 26 (C): 0.090, atom 27 (N): -0.653, atom 28 (C): 0.068, atom 29 (S): -0.333, atom 30 (H): 0.218, atom 31 (H): 0.216, atom 32 (H): 0.221, atom 33 (S): -0.476, atom 34 (C): 0.044, atom 35 (N): -0.473